[1]
Molecular formula: CH18O7
Method: DFT, ωB97M-V/def2-TZVPD

Geometry as XYZ:
```
26
Properties=species:S:1:pos:R:3:forces:R:3:lowdin_charge:R:1
C -0.106309 -1.206751 -0.902351 -0.19 0.22 -1.48 -0.039
H -0.259527 -1.608323 -1.915666 0.78 -0.44 0.33 0.050
H -0.613940 -0.234149 -1.070001 0.07 -0.47 1.07 0.045
H 0.922704 -1.067928 -0.615516 0.02 0.00 -0.98 -0.026
H -0.457664 -1.906219 -0.170166 -0.81 0.06 -0.03 0.023
H 0.350982 0.037826 2.322025 -0.16 0.14 -0.06 0.078
H 0.816166 -0.129117 0.912244 0.23 -1.42 -1.16 -0.040
O 0.629792 0.528650 1.541698 -0.18 1.32 1.50 -0.021
H 1.097095 1.924757 0.510167 0.02 0.57 0.79 0.010
H 0.164344 2.445486 -0.447527 -4.85 -0.16 -1.64 -0.073
O 1.006640 2.585276 -0.192750 5.09 0.20 1.16 -0.012
H -2.132905 2.933640 0.068008 0.79 -1.03 -0.61 0.105
H -1.494873 1.568363 0.215112 0.43 -3.08 3.05 -0.035
O -1.609640 2.225428 -0.386912 -1.67 3.90 -2.33 -0.008
H -3.176134 -1.637110 -2.098193 0.78 0.45 1.05 0.086
H -4.047510 -1.444377 -0.989092 -3.02 -0.05 1.30 0.004
O -3.151629 -1.353200 -1.148478 2.15 -0.40 -2.35 -0.029
H 3.156493 -2.428176 -0.136142 -0.12 0.21 0.01 0.034
H 2.472311 -1.096599 0.326890 1.07 -0.97 0.06 -0.017
O 2.816527 -1.972248 0.640687 -0.44 0.48 0.14 -0.087
H 3.090579 0.468656 -1.357794 0.85 0.31 -0.67 0.053
H 1.810755 1.148304 -0.737257 1.09 -0.71 -0.41 0.045
O 2.390933 0.321934 -0.747034 -1.24 0.95 0.54 -0.088
H -1.843390 -1.961817 1.267506 0.07 1.76 0.53 0.085
H -1.898173 -0.690172 0.528476 -0.49 0.89 -2.35 -0.070
O -1.747556 -0.971157 1.392919 -0.25 -2.72 2.54 -0.075
```
Forces are in eV/Å.

Results
M ... 142.15 g mol⁻¹
Spin multiplicity ... 1
E ... -575.513424 Eh
Net charge ... 0
Energy relative to the best compared isomer or geometry (same formula, charge and spin) ... 56.6 kcal per mole
SMILES ... C.O.O.O.O.O.O.O

=====

[2]
Molecular formula: C9H14O2Si
Method: DFT, ωB97M-V/def2-TZVPD

Geometry as XYZ:
```
26
Properties=species:S:1:pos:R:3:forces:R:3:lowdin_charge:R:1
C -3.880690 -0.104487 -0.224764 -0.13 0.11 0.91 -0.092
C -3.031236 -0.357849 0.845232 2.80 1.46 -2.73 -0.060
C -3.436754 0.554173 -1.352802 2.26 1.44 -0.50 -0.081
C -1.656248 -0.008228 0.801851 -0.81 0.69 -1.40 -0.076
C -2.059794 0.917009 -1.439107 -0.33 -1.07 2.92 -0.043
C -1.142824 0.652435 -0.314984 -1.46 0.04 -2.21 -0.208
C 2.006163 -1.390072 -0.440425 -3.56 0.50 1.50 -0.099
C 1.909017 -0.006840 1.776744 -0.03 -1.74 -1.18 -0.108
C 2.037197 0.018627 0.228321 -4.27 -0.99 0.73 -0.402
O 0.832835 2.766975 0.453981 -1.42 -2.42 -0.97 -0.202
O 1.015686 1.569260 -2.018395 0.40 2.39 -0.58 -0.170
Si 0.641540 1.196844 -0.445134 1.87 2.20 0.92 0.533
H -4.924466 -0.326897 -0.075531 -0.23 -0.12 -0.21 0.101
H -3.318398 -0.793464 1.697346 -1.62 -1.69 2.97 0.058
H -4.068667 1.014846 -2.119492 -0.13 -0.81 0.26 0.106
H -0.926365 -0.138086 1.575588 -0.47 -0.49 0.79 0.072
H -1.716839 1.476121 -2.268908 0.37 0.36 -0.76 0.075
H 0.957425 -1.902254 -0.152859 2.24 0.95 -0.96 0.123
H 2.145408 -1.338718 -1.502288 -0.24 0.07 -0.60 0.057
H 2.752171 -2.013597 -0.050422 1.19 -0.93 0.73 0.039
H 0.897884 -0.307668 1.977785 -0.31 -0.94 0.59 0.029
H 1.937342 0.929395 2.266448 0.75 1.21 0.19 0.053
H 2.659240 -0.729011 2.163210 -0.64 0.46 0.21 0.092
H 2.939955 0.406150 0.067030 3.63 2.02 -1.24 0.047
H -0.071005 2.993246 0.765740 0.89 0.02 -0.19 0.037
H 1.270716 2.541082 -2.235561 -0.76 -2.70 0.82 0.119
```
Forces are in eV/Å.

Results
M ... 182.30 g mol⁻¹
Spin multiplicity ... 1
E ... -791.373835 Eh
Net charge ... 0
Energy relative to the best compared isomer or geometry (same formula, charge and spin) ... 0.0 kcal per mole
SMILES ... CC(C)[Si](O)(O)c1ccccc1

=====

[3]
Molecular formula: C4H5N3
Method: DFT, ωB97M-V/def2-TZVPD

Geometry as XYZ:
```
12
Properties=species:S:1:pos:R:3:forces:R:3:lowdin_charge:R:1
N 2.178250 -1.215759 1.066225 -0.51 0.56 -0.78 0.144
C 1.642158 -0.616682 0.235225 0.43 -0.49 0.68 -0.201
C 0.955247 0.197142 -0.795706 0.04 -0.05 -0.15 -0.201
C -1.811993 -1.526362 -0.012410 0.13 0.41 0.24 0.024
N -1.482639 -0.362348 0.322816 0.02 -0.21 -0.14 -0.071
C -1.079816 0.834148 0.364595 -0.12 -0.16 0.03 -0.190
N 0.118916 1.243354 -0.246350 0.02 0.01 0.11 -0.023
H 1.706169 0.639341 -1.454939 -0.07 -0.05 0.12 0.124
H 0.334128 -0.464740 -1.404683 0.15 0.08 0.06 0.117
H -1.518834 -2.248130 0.771229 -0.08 0.08 -0.05 0.024
H -1.674403 1.609872 0.836949 0.07 -0.14 -0.04 0.130
H 0.632816 1.910169 0.317054 -0.08 -0.04 -0.08 0.124
```
Forces are in eV/Å.

Results
M ... 95.10 g mol⁻¹
Spin multiplicity ... 1
E ... -319.576120 Eh
Net charge ... 0
Energy relative to the best compared isomer or geometry (same formula, charge and spin) ... 85.4 kcal per mole

=====

[4]
Molecular formula: C3H6N3O
Method: DFT, ωB97M-V/def2-TZVPD

Geometry as XYZ:
```
13
Properties=species:S:1:pos:R:3:forces:R:3:lowdin_charge:R:1
C -0.615914 -1.206635 0.024279 0.67 3.56 0.69 0.051
C -1.961342 -1.242026 0.045765 -0.40 1.30 -0.40 0.076
C 1.208082 0.626239 0.065962 -3.13 0.15 -1.67 0.068
N -1.257187 0.879223 -0.127921 1.68 -1.09 0.40 0.201
N -0.115959 0.079681 0.075394 -4.08 -2.75 -0.41 -0.063
N -2.387750 0.088712 -0.034440 0.78 -0.81 0.16 -0.206
O -3.497936 0.537352 -0.090638 -0.16 0.35 0.12 0.135
H -0.025907 -2.031494 0.007700 1.98 -2.08 0.11 0.123
H -2.573524 -2.125498 0.114595 -0.50 0.44 -0.16 0.155
H 1.191138 1.443284 0.651949 0.45 2.74 2.24 0.083
H 1.886850 -0.054967 0.297130 2.75 -3.12 1.63 0.080
H 1.385612 0.877944 -0.905420 0.82 1.15 -2.74 0.094
H -1.180435 1.822485 0.235909 -0.85 0.16 0.05 0.203
```
Forces are in eV/Å.

Results
M ... 100.10 g mol⁻¹
Spin multiplicity ... 1
E ... -357.007001 Eh
Net charge ... +1
Energy relative to the best compared isomer or geometry (same formula, charge and spin) ... 94.0 kcal per mole
SMILES ... Cn1cc[n+](=O)[nH]1